No. 1
Molecular formula: C4H5IN2O
Method: DFT, the ωB97M-V functional and the def2-TZVPD basis

Values from the calculation:
energy relative to the best compared isomer or geometry (same formula, charge and spin): 46.0 kcal/mol
electronic energy: -17354.6621 eV
HOMO energy: -8.62 eV
Kohn-Sham gap: 8.6 eV

ORCA input file:
```
! RIJCOSX wB97M-V def2-TZVPD def2/J DEFGRID3
* xyz 0 1
C 0.7715 -0.5504 -0.7433
C 0.2032 0.7185 -0.1925
C 1.0282 -1.6378 -0.0523
C -1.2313 0.6261 0.0993
N 1.5250 -2.5457 0.5754
N -2.0044 -0.3849 -0.1229
O -1.7317 1.7681 0.5298
I -4.0299 -0.2726 -0.0125
H 1.0169 -0.6528 -1.8082
H 0.4005 1.6265 -0.8575
H 0.7043 1.0977 0.7458
H 0.9683 -3.3217 1.1149
H -2.7370 1.6813 0.2795
*
```

Löwdin atomic charge list, values in e, 4 entries: atom 1 (C): -0.128, atom 2 (C): -0.144, atom 3 (C): -0.212, atom 4 (C): -0.628

No. 2
Molecular formula: C4H5IN3O2
Method: DFT, the ωB97M-V functional and the def2-TZVPD basis

Values from the calculation:
energy relative to the best compared isomer or geometry (same formula, charge and spin): 0.0 kcal/mol
electronic energy: -20884.2449 eV
HOMO energy: -13.74 eV
Kohn-Sham gap: 8.8 eV

ORCA input file:
```
! RIJCOSX wB97M-V def2-TZVPD def2/J DEFGRID3
* xyz 1 1
C -0.7571 1.1434 -1.4874
C 0.4805 1.2472 -0.8321
C -0.7075 -0.4601 0.0527
C 1.6219 -0.1409 0.9996
N 0.4848 0.1686 0.0585
N -1.4432 0.1067 -0.9259
N -1.1297 -1.7014 0.8886
O -0.3144 -2.3606 1.4150
O -2.3230 -1.7792 0.9652
I 2.0497 2.6134 -1.1332
H -1.1376 1.6716 -2.3460
H 2.3399 -0.7016 0.4682
H 2.0420 0.9032 1.2041
H 1.2540 -0.7484 1.8203
H -2.4603 0.0381 -1.1474
*
```

Löwdin atomic charge list, values in e, 4 entries: atom 1 (C): -0.056, atom 2 (C): -0.647, atom 3 (C): -0.084, atom 4 (C): 0.036

No. 3
Molecular formula: C4H5ISi
Method: DFT, the ωB97M-V functional and the def2-TZVPD basis

Values from the calculation:
energy relative to the best compared isomer or geometry (same formula, charge and spin): 44.4 kcal/mol
electronic energy: -20204.4594 eV
HOMO energy: -8.45 eV
Kohn-Sham gap: 8.0 eV

ORCA input file:
```
! RIJCOSX wB97M-V def2-TZVPD def2/J DEFGRID3
* xyz 0 1
C -0.5649 -0.5190 0.9641
C -0.4615 -0.7570 -0.4733
C -0.1865 0.6073 1.5326
C 0.0703 0.0913 -1.3675
Si 0.6286 1.7993 -0.8746
I -0.7842 3.4606 -2.0324
H -0.9915 -1.3481 1.5319
H -0.8320 -1.7169 -0.8111
H -0.1578 0.9006 2.5593
H 0.0704 -0.1860 -2.4117
H 1.9905 2.3067 -0.8759
*
```

Löwdin atomic charge list, values in e, 4 entries: atom 1 (C): -0.283, atom 2 (C): -0.215, atom 3 (C): 0.017, atom 4 (C): -0.340

No. 4
Molecular formula: C4H5InO
Method: DFT, the ωB97M-V functional and the def2-TZVPD basis

Values from the calculation:
energy relative to the best compared isomer or geometry (same formula, charge and spin): 100.5 kcal/mol
electronic energy: -11404.8658 eV
HOMO energy (spin up / spin down): -25.00 / -25.25 eV
Kohn-Sham gap (spin up / spin down): 6.9 / 7.1 eV

ORCA input file:
```
! RIJCOSX wB97M-V def2-TZVPD def2/J DEFGRID3
* xyz 3 2
C -1.6823 -0.1083 1.2986
C -0.6635 0.4749 0.6471
C -0.1680 0.4337 -0.6469
C 1.2999 0.4731 -0.5023
O 1.8331 -0.4679 -1.2188
In 1.9326 -2.2065 -1.5854
H -2.0624 0.3142 2.2305
H -2.2272 -0.9444 0.8534
H -0.7065 0.0257 -1.5021
H 1.7360 1.4755 -0.6198
H 0.7083 0.5301 1.0458
*
```

Löwdin atomic charge list, values in e, 4 entries: atom 1 (C): 0.423, atom 2 (C): 0.056, atom 3 (C): 0.077, atom 4 (C): -0.029

No. 5
Molecular formula: C4H5InO2
Method: DFT, the ωB97M-V functional and the def2-TZVPD basis

Values from the calculation:
energy relative to the best compared isomer or geometry (same formula, charge and spin): 42.3 kcal/mol
electronic energy: -13483.3933 eV
HOMO energy (spin up / spin down): -12.89 / -12.65 eV
Kohn-Sham gap (spin up / spin down): 7.9 / 5.4 eV

ORCA input file:
```
! RIJCOSX wB97M-V def2-TZVPD def2/J DEFGRID3
* xyz 1 2
O 1.6809 -0.7990 0.6662
C 1.9513 1.0467 2.0065
C 1.3045 0.2155 1.3014
H 2.0793 1.3881 3.0239
H -0.3674 0.4121 0.6226
H -2.3057 -0.0147 0.1202
H -0.1169 0.7950 -1.9070
C -1.0297 0.2650 -1.6307
C -1.2776 -0.0003 -0.2536
O -0.8768 -1.1851 -0.8940
In 0.7423 -2.2332 -0.6523
H -1.7842 0.1098 -2.4034
*
```

Löwdin atomic charge list, values in e, 4 entries: atom 1 (O): -0.189, atom 2 (C): 0.297, atom 3 (C): -0.284, atom 4 (H): 0.087

No. 6
Molecular formula: C4H5KLiO
Method: DFT, the ωB97M-V functional and the def2-TZVPD basis

Values from the calculation:
energy relative to the best compared isomer or geometry (same formula, charge and spin): 0.0 kcal/mol
electronic energy: -22797.7575 eV
HOMO energy: -9.57 eV
Kohn-Sham gap: 5.0 eV

ORCA input file:
```
! RIJCOSX wB97M-V def2-TZVPD def2/J DEFGRID3
* xyz 1 1
O 1.4723 -1.0316 -0.6114
C 0.3303 -1.1132 -0.0358
C 0.1123 -0.2241 1.1217
Li 3.8596 -0.5020 -0.2891
K 0.8257 -2.5184 -2.8202
H 0.9304 0.4815 1.3409
H -0.2427 -0.8763 1.9391
C -1.1825 0.4482 0.4385
C -1.2672 1.6021 -0.2312
H -2.2420 2.0180 -0.4942
H -2.0899 -0.1361 0.6197
H -0.5066 1.8518 -0.9782
*
```

Löwdin atomic charge list, values in e, 4 entries: atom 1 (O): -0.376, atom 2 (C): -0.368, atom 3 (C): -0.202, atom 4 (Li): 0.844